Here is a cluster of 10 separate species, C58H87BN11O6S in total at a distorted geometry from the Open Molecules 2025 dataset. Energies are from wB97M-V/def2-TZVPD.

Results
Largest force on an atom in eV Å⁻¹: 2.74
LUMO energy in eV: 1.62
E in eV: -101743.91216
Net charge: -1
Gap between HOMO and LUMO in eV: 8.0

Element x y z (Å)
C1 0.5113 -2.0508 -4.2210
C2 0.5391 -0.5616 -3.7734
C3 1.8686 0.1158 -4.1240
C4 1.8762 1.6265 -3.7392
C5 2.2819 1.8547 -2.2657
C6 3.1694 3.1182 -2.0395
C7 2.6482 4.0143 -0.8848
C8 3.3349 3.5767 0.4203
C9 2.6589 4.0856 1.7135
C10 1.8145 3.0238 2.4387
C11 2.6131 1.7082 2.6651
C12 2.1500 0.5124 1.7855
O1 1.4642 0.8354 0.5878
O2 3.3799 0.0187 1.2682
B1 3.9788 -0.9793 2.1842
C13 4.6340 -2.0968 1.1871
C14 4.7461 -3.5168 1.7621
C15 5.2248 -4.4883 0.6493
S1 3.9495 -4.8664 -0.6041
O3 4.9483 -0.2844 3.1310
C16 5.4788 -1.0839 3.9800
N1 6.1821 -1.8364 4.5447
O4 2.7922 -1.4216 2.9552
C17 1.6358 -0.8202 2.4648
C18 1.2102 -1.7674 1.2721
O5 1.3049 -3.1483 1.6725
N2 0.0884 -3.7399 1.6719
O6 0.1655 -4.8471 2.0898
C19 0.3910 -0.8461 3.4133
C20 0.7083 -1.8818 4.5311
C21 0.0344 0.4661 4.1370
C22 -0.8819 1.4180 3.3055
H1 0.0394 -2.6670 -3.4538
H2 -0.0508 -2.1370 -5.1557
H3 1.5172 -2.4307 -4.4232
H4 -0.2964 -0.0534 -4.2650
H5 0.4059 -0.5552 -2.6861
H6 2.0687 -0.0274 -5.1939
H7 2.6464 -0.4259 -3.5731
H8 2.5092 2.1558 -4.4599
H9 0.8325 1.9487 -3.8554
H10 1.3641 2.0148 -1.6985
H11 2.8267 0.9811 -1.9062
H12 3.2341 3.6837 -2.9782
H13 4.1902 2.7806 -1.8312
H14 1.5570 3.9617 -0.8284
H15 2.9973 5.0222 -1.1353
H16 3.5034 2.4959 0.4163
H17 4.3431 4.0134 0.4023
H18 3.3977 4.5377 2.3843
H19 1.9998 4.9204 1.4276
H20 1.5278 3.4307 3.4184
H21 0.8931 2.8747 1.8713
H22 3.6235 1.9363 2.3324
H23 2.7033 1.4503 3.7206
H24 0.5342 1.0000 0.7857
H25 4.0406 -2.1334 0.2693
H26 5.6483 -1.7800 0.8899
H27 5.5114 -3.5875 2.5437
H28 3.8113 -3.8865 2.1910
H29 5.6689 -5.4029 1.0477
H30 6.0305 -3.9688 0.1192
H31 4.0869 -3.8505 -1.4792
H32 1.8594 -1.6509 0.4053
H33 0.1902 -1.5640 0.9281
H34 -0.5232 -1.2047 2.9310
H35 1.6144 -1.5948 5.0657
H36 0.7950 -2.9006 4.1545
H37 -0.1098 -1.8884 5.2654
H38 -0.5758 0.1813 5.0022
H39 0.8937 0.9921 4.5538
H40 -1.9060 1.3250 3.6809
H41 -0.5749 2.4488 3.4773
H42 -0.9185 1.1483 2.2466
N3 -2.8114 -6.5780 4.2991
C23 -1.4608 -6.4376 4.1251
C24 -0.8388 -7.0556 5.1771
C25 -1.8515 -7.5942 6.0176
C26 -3.0581 -7.2874 5.4498
H43 -3.5117 -6.2178 3.6819
H44 -1.0645 -5.9110 3.2732
H45 0.2259 -7.1146 5.3280
H46 -1.7090 -8.1433 6.9337
H47 -4.0672 -7.5084 5.7606
N4 -1.1674 4.7124 -0.0125
C27 -0.8429 5.2467 1.2024
C28 -1.4238 6.4844 1.2875
C29 -2.1314 6.7033 0.0756
C30 -1.9548 5.5904 -0.7049
H48 -0.8713 3.8125 -0.3456
H49 -0.2272 4.7023 1.8990
H50 -1.3507 7.1575 2.1253
H51 -2.7045 7.5773 -0.1908
H52 -2.3200 5.3456 -1.6879
N5 0.5095 1.7673 -7.4324
C31 0.7624 1.1216 -8.6108
C32 -0.4387 0.7114 -9.1284
C33 -1.4543 1.1281 -8.2242
C34 -0.8338 1.7774 -7.1904
H53 1.2032 2.1700 -6.8283
H54 1.7688 1.0082 -8.9763
H55 -0.5748 0.1714 -10.0507
H56 -2.5155 0.9692 -8.3223
H57 -1.2259 2.2472 -6.3043
N6 -2.8837 5.2674 -4.4586
C35 -2.6738 4.6542 -5.6627
C36 -3.8900 4.2788 -6.1641
C37 -4.8770 4.6912 -5.2265
C38 -4.2252 5.2962 -4.1847
H58 -2.1599 5.6348 -3.8686
H59 -1.6758 4.5362 -6.0491
H60 -4.0548 3.7655 -7.0968
H61 -5.9424 4.5539 -5.3065
H62 -4.5974 5.7405 -3.2765
N7 -5.7853 -6.8467 1.8869
C39 -6.7414 -6.6673 0.9262
C40 -7.3763 -7.8662 0.7355
C41 -6.7816 -8.8055 1.6216
C42 -5.8064 -8.1465 2.3194
H63 -5.1659 -6.1336 2.2207
H64 -6.8856 -5.7058 0.4622
H65 -8.1792 -8.0506 0.0399
H66 -7.0415 -9.8448 1.7331
H67 -5.1269 -8.4888 3.0825
N8 -1.4704 8.9413 -2.8775
C43 -1.1904 9.9002 -1.9424
C44 -0.4329 10.8678 -2.5460
C45 -0.2509 10.4797 -3.9004
C46 -0.9041 9.2895 -4.0740
H68 -2.0066 8.1106 -2.7089
H69 -1.5521 9.8099 -0.9325
H70 -0.0513 11.7558 -2.0700
H71 0.2965 11.0137 -4.6593
H72 -1.0145 8.6617 -4.9423
N9 -5.7202 -6.7153 -2.6049
C47 -6.0459 -5.8514 -3.6149
C48 -4.9256 -5.6540 -4.3779
C49 -3.8837 -6.4332 -3.8076
C50 -4.4062 -7.0771 -2.7175
H73 -6.3481 -7.0345 -1.8879
H74 -7.0423 -5.4522 -3.7023
H75 -4.8594 -5.0218 -5.2479
H76 -2.8677 -6.5112 -4.1573
H77 -3.9579 -7.7578 -2.0137
N10 -4.1990 -4.5317 7.2017
C51 -3.5211 -3.3502 7.3106
C52 -4.0531 -2.6550 8.3648
C53 -5.0913 -3.4530 8.9160
C54 -5.1544 -4.6052 8.1771
H78 -4.0208 -5.2387 6.5093
H79 -2.7211 -3.1070 6.6315
H80 -3.7326 -1.6840 8.7043
H81 -5.7181 -3.2096 9.7582
H82 -5.7945 -5.4673 8.2614
N11 7.5282 2.2741 0.4379
C55 7.7340 3.3498 1.2556
C56 8.5529 4.2304 0.5985
C57 8.8492 3.6640 -0.6698
C58 8.2003 2.4591 -0.7377
H83 6.9671 1.4708 0.6661
H84 7.2816 3.3951 2.2317
H85 8.8995 5.1753 0.9835
H86 9.4666 4.0916 -1.4427
H87 8.1598 1.7194 -1.5192

These are the Mulliken partial charges, in e, on atoms 1 to 6:
1. C -1.34
2. C 0.26
3. C -0.71
4. C -0.95
5. C 0.98
6. C -1.49